1.
A 29-piece molecular cluster, H58O29 overall at a distorted geometry. Source: OMol25; level of theory: wB97M-V/def2-TZVPD.

Computed properties:
strongest force on any atom	2.8	eV/Å
E_LUMO	-0.240	eV

Structure (ORCA input):
```
! RIJCOSX wB97M-V def2-TZVPD def2/J DEFGRID3
* xyz 0 1
O 0.0208 2.1649 0.7140
H 0.4393 3.0507 0.6624
H -0.6356 2.3550 1.3720
O -3.0272 5.5081 0.2915
H -3.7054 6.1310 0.5303
H -2.5008 5.2980 1.0775
O -0.8148 4.9522 2.3876
H -0.1235 5.6340 2.5528
H -0.6513 4.2389 3.0258
O 3.9366 3.4113 -2.5720
H 3.3024 3.7406 -3.2677
H 4.3155 2.6151 -3.0178
O 0.5932 -0.3421 -0.0743
H -0.3262 -0.7177 0.0054
H 0.5952 0.4295 0.5034
O -1.4097 -1.3296 -4.3886
H -0.5424 -0.8674 -4.4917
H -1.5827 -1.8282 -5.1899
O 5.8557 -0.3922 -1.9258
H 6.6476 0.1178 -2.1675
H 6.1379 -0.6649 -1.0342
O 1.3981 -2.5432 1.4793
H 1.5391 -3.4939 1.4240
H 1.0572 -1.9379 0.7296
O -0.3456 2.6912 3.5855
H -1.0965 2.1026 3.3410
H 0.3961 2.2371 3.1710
O -4.5794 -2.1927 1.3065
H -5.5063 -2.1703 1.0337
H -4.6023 -2.0634 2.2737
O 4.8801 0.0147 2.9137
H 4.7026 -0.5374 3.6576
H 4.0549 0.5616 2.8502
O -1.2604 -1.9056 2.0295
H -1.5684 -2.5292 1.4121
H -0.2888 -2.1475 2.0936
O 0.5653 0.8407 -3.6308
H 1.1807 0.4146 -3.0258
H -0.0979 0.9053 -2.9426
O 1.5497 3.9158 -4.0513
H 1.1096 4.6445 -3.6526
H 1.0659 3.0808 -3.8436
O -1.3979 -4.5123 -1.9381
H -0.9934 -3.7182 -2.2788
H -2.2132 -4.4539 -2.3597
O -2.1229 0.8186 2.8628
H -1.8738 -0.1122 2.5743
H -3.0373 0.9375 2.5592
O 1.3504 -5.1386 -1.1261
H 1.2195 -4.1966 -1.1421
H 0.4853 -5.5093 -0.9720
O 3.8482 -1.4560 0.2644
H 3.9202 -0.7445 0.9342
H 3.1876 -2.0903 0.6861
O 2.8272 2.0236 2.6923
H 2.8317 2.4353 3.5366
H 2.6930 2.6303 1.9530
O 1.3610 -5.6293 1.6669
H 1.6615 -5.7160 0.7621
H 0.3904 -5.4473 1.6235
O -4.5633 1.0248 1.4403
H -4.7160 1.6762 0.7126
H -4.3162 0.2346 0.9930
O -5.6161 -0.6735 3.5065
H -5.2876 0.0906 3.0443
H -5.0191 -1.0417 4.1708
O -4.3134 2.8994 -0.6242
H -4.0010 3.7529 -0.2322
H -3.5217 2.8277 -1.2430
O 0.9768 -2.4432 -1.7556
H 0.5596 -1.7056 -1.3861
H 1.7063 -1.8764 -2.1536
O -1.7523 -1.5023 -1.3363
H -2.6939 -1.3401 -1.2294
H -1.4713 -1.5699 -2.2620
O -1.4139 1.4250 -1.8525
H -0.7657 1.6745 -1.1676
H -1.8013 0.5830 -1.5343
O -1.2073 -5.0801 0.7153
H -1.1632 -4.7667 -0.1678
H -2.1106 -4.9912 0.9161
O 2.8173 -0.3641 -2.1078
H 3.6488 -0.2901 -2.6177
H 3.2127 -0.5889 -1.2506
O 2.5967 3.0090 -0.3051
H 2.1665 2.2305 -0.7478
H 3.2334 3.2918 -0.9714
*
```

And the Mulliken charges, in e, turn out to be:
1 O -0.04
2 H 0.23
3 H -0.03
4 O -0.67
5 H 0.31
6 H 0.35
7 O -0.62
8 H 0.28
9 H 0.40
10 O -0.71
11 H 0.39
12 H 0.30
13 O -0.17
14 H 0.10
15 H -0.14
16 O -0.61
17 H 0.35
18 H 0.28
19 O -0.57
20 H 0.28
21 H 0.30
22 O -0.80
23 H 0.35
24 H 0.56
25 O -0.66
26 H 0.46
27 H 0.31
28 O -0.56
29 H 0.27
30 H 0.31
31 O -0.64
32 H 0.33
33 H 0.33
34 O -0.56
35 H 0.17
36 H 0.40
37 O -0.79
38 H 0.44
39 H 0.49
40 O -0.69
41 H 0.31
42 H 0.36
43 O -0.64
44 H 0.23
45 H 0.28
46 O -0.66
47 H 0.25
48 H 0.39
49 O -0.69
50 H 0.39
51 H 0.35
52 O -0.63
53 H 0.37
54 H 0.24
55 O -0.63
56 H 0.28
57 H 0.29
58 O -0.76
59 H 0.40
60 H 0.38
61 O -0.68
62 H 0.35
63 H 0.29
64 O -0.68
65 H 0.36
66 H 0.33
67 O -0.72
68 H 0.36
69 H 0.32
70 O -0.44
71 H 0.06
72 H 0.38
73 O -0.29
74 H 0.16
75 H 0.15
76 O -0.86
77 H 0.37
78 H 0.38
79 O -0.56
80 H 0.29
81 H 0.27
82 O -0.43
83 H 0.20
84 H 0.21
85 O -0.61
86 H 0.25
87 H 0.35

---

2.
C24H28N6O6Yb as an isolated structure. Source: OMol25; level of theory: wB97M-V/def2-TZVPD.

Computed properties:
strongest force on any atom	0.6	eV/Å
E_LUMO	2.452	eV

Structure (ORCA input):
```
! RIJCOSX wB97M-V def2-TZVPD def2/J DEFGRID3
* xyz -1 2
Yb -0.0094 -0.6709 -0.6066
O 1.0394 -0.4824 -3.5074
C 0.6439 -1.6113 -4.2552
C -0.4853 -2.3834 -3.5925
N -0.2384 -2.6527 -2.1706
C 1.0421 -3.3737 -1.9886
C 2.2428 -2.5034 -1.6002
O 3.3614 -2.8532 -1.9254
O 1.9476 -1.4708 -0.8724
C -1.3452 -3.4269 -1.5882
C -1.1381 -3.5813 -0.0807
O -1.5315 -4.5862 0.4886
O -0.5129 -2.5898 0.4492
H 0.3212 0.1699 -3.5103
H 1.5323 -2.2358 -4.3581
H 0.3228 -1.3343 -5.2663
H -0.6232 -3.3323 -4.1353
H -1.4227 -1.8271 -3.6673
H 1.3134 -3.9450 -2.8809
H 0.9323 -4.0844 -1.1676
H -1.4323 -4.4219 -2.0382
H -2.2817 -2.8850 -1.7558
C 2.0079 1.8922 0.5827
N 0.9780 1.5322 -0.3734
C 0.5328 2.4443 -1.1590
C -0.5022 2.1879 -2.1087
C -1.1581 3.0777 -2.9585
C -2.1181 2.3185 -3.6378
C -1.9927 1.0143 -3.1524
N -1.0078 0.9178 -2.2369
C 1.4853 2.6366 1.7921
C 0.1365 2.6547 2.1256
C -0.2981 3.3081 3.2709
C 0.6104 3.9520 4.0990
C 1.9586 3.9488 3.7671
C 2.3877 3.3005 2.6186
H 2.7997 2.4814 0.1055
H 2.4786 0.9685 0.9187
H 0.9350 3.4620 -1.1167
H -0.9665 4.1354 -3.0524
H -2.8328 2.6601 -4.3689
H -2.5861 0.1502 -3.4184
H -0.5837 2.1656 1.4819
H -1.3539 3.3129 3.5113
H 0.2666 4.4602 4.9910
H 2.6764 4.4575 4.3985
H 3.4408 3.3027 2.3577
C 1.6553 -1.3199 3.7200
C 0.3657 -0.5568 4.0641
C -0.4244 -0.6325 2.7744
O 0.5963 -0.4790 1.7633
C 1.6787 -1.3469 2.1858
H 1.6275 -2.3374 4.1094
H 2.5353 -0.8282 4.1334
H 0.5840 0.4870 4.2963
H -0.1737 -0.9940 4.9040
H -1.1475 0.1655 2.6307
H -0.9151 -1.5960 2.6176
H 2.5902 -0.9603 1.7367
H 1.4845 -2.3413 1.7842
N -2.1497 -0.2337 0.1550
C -3.3148 -0.1512 0.0869
N -4.5885 -0.1844 -0.0207
C -5.3249 0.8848 0.2258
N -6.0517 1.7645 0.4256
*
```

And the Mulliken charges, in e, turn out to be:
1 Yb 0.73
2 O -0.43
3 C -0.83
4 C -0.72
5 N 0.53
6 C -0.74
7 C 0.47
8 O -0.78
9 O -0.64
10 C -0.64
11 C 0.47
12 O -0.79
13 O -0.31
14 H 0.27
15 H 0.39
16 H 0.47
17 H 0.40
18 H 0.20
19 H 0.37
20 H 0.55
21 H 0.35
22 H 0.38
23 C -1.64
24 N 0.08
25 C 0.07
26 C 0.24
27 C -1.18
28 C -0.79
29 C -0.78
30 N 0.33
31 C 1.04
32 C -0.15
33 C -0.66
34 C -0.43
35 C -0.52
36 C -0.72
37 H 0.75
38 H 0.00
39 H 0.37
40 H 0.49
41 H 0.45
42 H 0.53
43 H 0.37
44 H 0.41
45 H 0.38
46 H 0.40
47 H 0.41
48 C -0.69
49 C -0.55
50 C -0.89
51 O 0.70
52 C -0.77
53 H 0.33
54 H 0.29
55 H 0.06
56 H 0.43
57 H 0.42
58 H 0.53
59 H 0.58
60 H 0.17
61 N -0.45
62 C 0.71
63 N -0.82
64 C 0.45
65 N -0.61

---

3.
A 7-piece molecular cluster, C13H33N7O11 overall at a distorted geometry. Source: OMol25; level of theory: wB97M-V/def2-TZVPD.

Computed properties:
strongest force on any atom	3.4	eV/Å
SMILES	C[N+](=O)[O-].C[N+](=O)[O-].C[N+](=O)[O-].C[N+](=O)[O-].CN(C)C=O.CN(C)C=O.CN(C)C=O
E_LUMO	0.158	eV

Structure (ORCA input):
```
! RIJCOSX wB97M-V def2-TZVPD def2/J DEFGRID3
* xyz 0 1
C 20.7473 1.9947 9.3080
N 20.8532 2.9364 8.1900
O 20.7464 4.1362 8.3549
O 21.1000 2.4192 7.1600
H 20.1858 2.3258 10.1816
H 21.8151 2.0556 9.5182
H 20.4431 1.0261 8.9112
C 22.5525 8.6223 11.2492
N 23.5584 8.8760 10.2338
O 23.3778 8.4589 9.0945
O 24.5684 9.4646 10.6409
H 21.7577 8.0374 10.7864
H 22.1479 9.6230 11.4003
H 23.0440 8.0531 12.0382
C 23.6578 11.1922 18.2454
N 24.5741 10.2543 17.5712
O 25.3578 9.7299 18.3411
O 24.5679 10.0622 16.3322
H 23.0650 10.4270 18.7465
H 23.0858 11.7119 17.4768
H 24.1541 11.8282 18.9784
C 22.2236 8.2921 4.1994
N 21.9382 7.1015 3.3430
O 20.8995 6.5044 3.5776
O 22.8119 6.7217 2.5628
H 21.6452 8.1415 5.1110
H 21.7824 9.1605 3.7103
H 23.3079 8.2780 4.3099
C 26.4053 2.0612 6.9317
N 26.8704 3.0799 7.8443
C 26.1519 4.3561 7.8580
C 28.1197 2.9065 8.4099
O 28.6893 3.8192 9.0513
H 26.7257 1.0281 7.0666
H 26.3040 2.3590 5.8881
H 25.3478 2.0130 7.1915
H 26.7569 5.1811 8.2342
H 25.7687 4.5286 6.8523
H 25.3063 4.2646 8.5398
H 28.4186 1.8500 8.3281
C 17.5571 9.7339 8.3347
N 18.0379 10.8877 9.1032
C 17.4890 10.8820 10.4938
C 19.1161 11.5789 8.7920
O 19.6775 12.2705 9.6302
H 17.9676 9.7049 7.3254
H 16.4740 9.6120 8.3264
H 17.9451 8.9358 8.9677
H 17.7000 9.9465 11.0119
H 17.9677 11.6324 11.1229
H 16.4379 11.1699 10.4725
H 19.3864 11.4409 7.7336
C 29.8730 13.1634 12.5113
N 28.8576 13.9424 13.2262
C 29.2661 14.7271 14.3437
C 27.6108 13.7742 12.8450
O 26.6142 14.2939 13.3774
H 29.4552 12.5456 11.7164
H 30.5357 12.5162 13.0858
H 30.5866 13.7890 11.9750
H 30.2287 15.2168 14.1965
H 28.5183 15.5028 14.5090
H 29.3822 14.0156 15.1613
H 27.5835 13.1599 11.9317
*
```

And the Mulliken charges, in e, turn out to be:
1 C -0.65
2 N 0.86
3 O -0.52
4 O -0.51
5 H 0.27
6 H 0.27
7 H 0.28
8 C -0.70
9 N 0.83
10 O -0.51
11 O -0.48
12 H 0.28
13 H 0.30
14 H 0.28
15 C -0.64
16 N 0.79
17 O -0.49
18 O -0.50
19 H 0.28
20 H 0.29
21 H 0.27
22 C -0.72
23 N 0.87
24 O -0.52
25 O -0.52
26 H 0.31
27 H 0.27
28 H 0.29
29 C -0.96
30 N 0.11
31 C -0.88
32 C 0.18
33 O -0.60
34 H 0.32
35 H 0.33
36 H 0.33
37 H 0.32
38 H 0.30
39 H 0.26
40 H 0.28
41 C -0.78
42 N 0.00
43 C -0.93
44 C 0.22
45 O -0.62
46 H 0.28
47 H 0.24
48 H 0.33
49 H 0.33
50 H 0.32
51 H 0.31
52 H 0.28
53 C -0.91
54 N 0.10
55 C -0.92
56 C 0.24
57 O -0.64
58 H 0.27
59 H 0.33
60 H 0.33
61 H 0.32
62 H 0.31
63 H 0.32
64 H 0.25

---

The evaluated ΔE to the lowest compared entry with this formula, charge and spin for the records listed, in turn: 2.050; 0.512; 2.613 eV.